This record from OMol25 describes C33H43IN4O5PSSn as an isolated structure at a distorted geometry. The level of theory is ωB97M-V/def2-TZVPD.

Results
lowest unoccupied orbital energy: -8.75 eV
spin multiplicity: 1
maximum force: 1.41 eV/A
gap between HOMO and LUMO: 6.7 eV
charge: +3
HOMO energy: -15.434 eV
energy relative to the best compared isomer or geometry (same formula, charge and spin): 15.33 kcal/mol

Geometry (Å):
Sn: 0.494 0.075 0.151
I: 2.566 1.029 2.096
C: 0.952 1.508 3.338
C: 1.222 1.768 4.650
C: 0.218 2.275 5.498
C: -1.013 2.550 4.986
C: -1.313 2.281 3.627
C: -2.581 2.651 3.115
C: -2.896 2.433 1.809
C: -1.974 1.759 0.987
C: -0.736 1.378 1.436
C: -0.339 1.692 2.768
H: 2.220 1.619 5.041
H: 0.450 2.481 6.534
H: -1.780 2.993 5.608
H: -3.291 3.120 3.785
H: -3.857 2.731 1.411
H: -2.291 1.528 -0.020
C: -2.535 -1.064 3.193
C: -1.135 -1.394 3.630
C: -0.844 -1.376 4.991
C: 0.403 -1.742 5.467
C: 1.389 -2.153 4.585
C: 1.156 -2.180 3.216
C: 2.199 -2.746 2.293
C: -0.102 -1.769 2.762
N: -0.293 -1.709 1.326
C: -1.110 -2.478 0.716
C: -1.858 -3.597 1.356
C: -1.308 -2.237 -0.770
C: -2.132 -3.241 -1.498
N: -0.770 -1.194 -1.299
C: -0.789 -1.057 -2.756
C: -1.638 -0.108 -3.329
C: -2.531 0.766 -2.496
C: -1.696 -0.022 -4.720
C: -0.908 -0.840 -5.517
C: -0.072 -1.774 -4.924
C: -0.015 -1.928 -3.540
C: 0.803 -3.062 -2.987
H: -2.989 -0.359 3.888
H: -3.163 -1.957 3.204
H: -2.586 -0.627 2.198
H: -1.623 -1.087 5.686
H: 0.597 -1.740 6.531
H: 2.349 -2.483 4.961
H: 3.150 -2.843 2.813
H: 2.363 -2.141 1.402
H: 1.910 -3.743 1.951
H: -1.549 -3.732 2.387
H: -1.685 -4.524 0.807
H: -2.933 -3.405 1.327
H: -1.656 -4.222 -1.446
H: -2.294 -2.978 -2.538
H: -3.098 -3.338 -0.999
H: -3.288 0.186 -1.963
H: -3.055 1.492 -3.115
H: -1.942 1.311 -1.759
H: -2.397 0.668 -5.175
H: -0.971 -0.775 -6.596
H: 0.517 -2.438 -5.544
H: 1.505 -3.416 -3.738
H: 0.167 -3.913 -2.738
H: 1.351 -2.792 -2.089
N: 1.913 5.295 -1.140
C: 0.639 4.552 -1.448
P: 1.185 2.877 -2.040
O: 2.639 3.057 -2.286
O: 0.595 1.860 -1.066
C: 0.416 2.624 -3.696
N: 1.247 1.640 -4.471
H: 1.908 6.256 -1.482
H: 2.676 4.742 -1.602
H: 2.112 5.320 -0.139
H: 0.097 5.102 -2.215
H: 0.021 4.489 -0.556
H: 0.404 3.560 -4.251
H: -0.596 2.238 -3.633
H: 1.885 1.087 -3.854
H: 1.832 2.111 -5.160
H: 0.645 0.960 -4.955
C: 4.383 -1.571 -1.584
S: 3.077 -0.411 -1.462
O: 3.541 0.749 -0.762
O: 2.003 -1.114 -0.565
O: 2.493 -0.198 -2.769
H: 4.716 -1.822 -0.580
H: 5.169 -1.055 -2.133
H: 4.052 -2.457 -2.122

Atoms 1-6, force components in eV/Å:
Sn -0.857 0.599 0.948
I -0.229 -0.163 -0.139
C -0.121 0.000 0.119
C 0.188 -0.039 -0.072
C -0.069 -0.003 -0.001
C 0.076 -0.049 0.017